ORCA calculation (ωB97M-V with the def2-TZVPD basis set) on C4H3CeO5 as an isolated structure.

The geometry in XYZ format:
```
13
Properties=species:S:1:pos:R:3:forces:R:3:lowdin_spin:R:1
C -0.15550 -1.40806 0.09514 1.25 -0.05 0.51 -0.0142
C -1.44457 -1.15841 0.31643 -0.08 0.55 -0.06 -0.0033
O -1.85316 -0.08324 1.11518 0.72 -0.65 0.37 -0.0006
C -2.31034 1.01899 0.52909 -0.64 0.92 -1.31 0.0000
O -2.39811 1.22219 -0.65658 0.26 -0.42 0.62 0.0000
O -2.64844 1.88108 1.47962 0.10 -0.01 0.51 0.0000
H -0.06043 -2.37194 -0.42699 0.14 0.15 -0.23 -0.0009
H -2.29594 -1.73458 -0.05477 0.32 0.06 0.10 -0.0004
H -2.97291 2.69508 1.07246 -0.04 -0.08 -0.18 0.0000
O 5.48163 0.36729 -2.16055 -2.38 -0.62 0.83 0.2564
O 4.06870 0.10226 -0.41944 -2.54 -0.76 2.58 0.1430
C 4.43215 0.08856 -1.63422 2.96 0.61 -2.18 0.4490
Ce 2.15691 -0.61921 0.74462 -0.06 0.29 -1.54 1.1711
```
Forces are in eV/Å.

Output
- M (g/mol) = 271.2
- spin multiplicity = 3
- frontier orbital gap (alpha / beta) (eV) = 5.20 / 7.60
- LUMO energy (alpha / beta) (eV) = -6.22 / -6.33
- energy (hartree) = -1005.16760
- HOMO level (alpha / beta) (eV) = -11.4 / -13.9
- total charge = +1